The following is a DFT calculation (the ωB97M-V functional and the def2-TZVPD basis) of C38H48BClGe2N6O5SY as an isolated structure.

Output
* E_tot: -197481.192 eV
* lowest unoccupied orbital energy (alpha / beta): -0.29 / -0.99 eV
* ⟨S²⟩: 0.755
* HOMO level (alpha / beta): -0.25449 / -0.30377 Ha
* frontier orbital gap (alpha / beta): 6.639 / 7.272 eV
* relative energy (zero: lowest compared OMol25 entry of this formula, charge and spin): 0.000 eV

Geometry as ORCA input:
```
! RIJCOSX wB97M-V def2-TZVPD def2/J DEFGRID3
* xyz 0 2
Y 0.34605 1.26839 -0.28934
C 1.86978 -1.32963 2.26634
C 0.69895 -0.53326 2.72557
C 0.09351 -0.56011 3.98762
C -0.90137 0.39208 3.94187
C -1.86298 0.78982 5.01163
N -0.88840 0.94132 2.71210
N 0.08557 0.36367 1.95633
B -1.63183 2.21027 2.24099
N -0.56626 3.32720 1.98395
N 0.57476 3.06597 1.29323
C 1.37664 4.11825 1.41711
C 2.75649 4.13667 0.84382
C 0.73291 5.09677 2.18639
C -0.49206 4.55751 2.52624
C -1.57356 5.15374 3.36571
N -2.50077 1.87577 1.00639
N -2.04000 1.08847 -0.00804
C -3.01471 0.98763 -0.90837
C -2.82148 0.29149 -2.21168
C -4.13770 1.69091 -0.46030
C -3.77036 2.24300 0.74924
C -4.57585 3.10759 1.66102
H 2.76308 -1.04162 2.82450
H 1.69648 -2.39128 2.44029
H 2.06673 -1.16454 1.20991
H 0.34408 -1.19771 4.81942
H -1.74587 0.13149 5.87013
H -1.69199 1.81615 5.33943
H -2.89324 0.71968 4.66096
H -2.35437 2.60310 3.10966
H 2.73694 4.20715 -0.24314
H 3.31692 4.97833 1.24725
H 3.28211 3.21543 1.09905
H 1.11954 6.05967 2.47786
H -1.27897 6.14934 3.69157
H -2.50711 5.23830 2.80968
H -1.76859 4.54643 4.24984
H -2.06713 -0.48851 -2.13968
H -3.75156 -0.16022 -2.55474
H -2.48955 1.01012 -2.96448
H -5.08864 1.79429 -0.95594
H -5.59534 3.18444 1.28837
H -4.60610 2.70542 2.67362
H -4.15902 4.11420 1.71396
Cl 6.22626 -0.04580 -4.80010
C 5.06488 0.11635 -3.51480
C 5.50609 0.21120 -2.18542
C 4.60765 0.33922 -1.15775
C 3.21297 0.38681 -1.39240
O 2.39035 0.50266 -0.40423
C 2.78487 0.27601 -2.74941
C 1.40490 0.23108 -3.11976
O 0.42788 0.28494 -2.36357
C 3.72814 0.14784 -3.78708
H 6.56830 0.18116 -1.97885
H 4.94833 0.41278 -0.13269
H 1.21286 0.09394 -4.19457
H 3.38099 0.07011 -4.81099
C 0.46504 5.36562 -1.74498
S 0.15557 3.67968 -2.15357
O -0.93530 3.21270 -1.27034
O -0.09901 3.62754 -3.56417
O 1.34009 2.90077 -1.70963
H -0.39634 5.94467 -2.07151
H 1.35542 5.68300 -2.28407
H 0.59451 5.44700 -0.66827
C 1.85605 -5.89108 -0.84706
Ge 2.14475 -3.97391 -1.13644
C 2.65699 -3.68248 -3.00331
C 3.61392 -3.35579 -0.00429
Ge 0.07726 -2.73896 -0.71823
C -1.20049 -2.96913 -2.17309
C -0.84000 -2.63861 -3.48176
C -1.75517 -2.73709 -4.51909
C -3.05131 -3.16753 -4.26407
C -3.42186 -3.50241 -2.96980
C -2.50539 -3.40079 -1.93033
C -0.85332 -3.06174 0.96550
C -1.97713 -2.30978 1.31328
C -2.62853 -2.52565 2.52065
C -2.16389 -3.49242 3.40079
C -1.04452 -4.24477 3.07149
C -0.39551 -4.02814 1.86263
H 2.72220 -6.44418 -1.21714
H 0.97158 -6.23989 -1.38025
H 1.73325 -6.11826 0.21185
H 3.57414 -4.23908 -3.20807
H 2.85512 -2.62672 -3.19348
H 1.88656 -4.03202 -3.69019
H 4.53088 -3.87534 -0.29101
H 3.42349 -3.55610 1.04983
H 3.77660 -2.28484 -0.13092
H 0.16231 -2.28746 -3.69810
H -1.45638 -2.47076 -5.52554
H -3.76957 -3.23869 -5.07079
H -4.42984 -3.84141 -2.76397
H -2.81365 -3.65850 -0.92360
H -2.34384 -1.53515 0.64832
H -3.49526 -1.92626 2.77214
H -2.67179 -3.65737 4.34303
H -0.67560 -5.00417 3.74991
H 0.47777 -4.62598 1.62390
*
```


The following is a DFT calculation (the ωB97M-V functional and the def2-TZVPD basis) of C38H48IN3PSbW as an isolated structure.

Output
* E_tot: -70368.297 eV
* lowest unoccupied orbital energy (alpha / beta): -12.84 / -13.35 eV
* ⟨S²⟩: 2.038
* HOMO level (alpha / beta): -0.68966 / -0.68955 Ha
* frontier orbital gap (alpha / beta): 5.924 / 5.417 eV
* relative energy (zero: lowest compared OMol25 entry of this formula, charge and spin): 0.183 eV

Geometry as ORCA input:
```
! RIJCOSX wB97M-V def2-TZVPD def2/J DEFGRID3
* xyz 4 3
W 0.15060 -0.58423 -0.58804
C -2.52370 -0.98961 -4.18340
C -1.73963 -1.41917 -3.00049
C -2.12712 -1.04629 -1.67248
C -1.78458 -1.86459 -0.57312
C -0.75493 -2.81537 -0.73953
C -0.11040 -2.90643 -1.98289
C -0.65469 -2.28630 -3.12053
H -3.33241 -0.30537 -3.93546
H -2.98305 -1.88282 -4.62496
H -1.90243 -0.56511 -4.97483
H -2.98610 -0.39423 -1.56971
H -2.42273 -1.89341 0.30342
H -0.55710 -3.54998 0.03017
H 0.68800 -3.62765 -2.11522
H -0.28040 -2.56268 -4.10058
N 0.90750 0.09404 2.45095
P 0.17628 -1.30692 1.81343
C 1.19563 -2.73256 2.32408
C 1.43343 -2.84875 3.69739
C 2.13831 -3.93768 4.18157
C 2.57842 -4.93042 3.31408
C 2.32841 -4.82615 1.95264
C 1.64370 -3.72816 1.45477
C -1.29728 -1.54609 2.81833
C -1.87450 -2.82259 2.80129
C -2.95709 -3.10156 3.61594
C -3.45797 -2.11512 4.46030
C -2.87692 -0.85379 4.48758
C -1.80706 -0.55498 3.65860
C 1.76395 0.84761 1.68302
C 2.79711 1.58933 2.26797
C 3.67330 2.27965 1.46521
C 3.48643 2.25410 0.07503
C 2.43388 1.54788 -0.42902
N 1.57408 0.82725 0.34700
H 1.06493 0.13727 3.44986
H 1.05200 -2.10972 4.39342
H 2.32744 -4.01982 5.24381
H 3.10575 -5.79201 3.70149
H 2.66075 -5.60616 1.27985
H 1.46692 -3.65422 0.38856
H -1.44657 -3.61688 2.19839
H -3.39356 -4.09127 3.61100
H -4.29378 -2.33998 5.10979
H -3.26070 -0.09928 5.16177
H -1.36671 0.43393 3.68392
H 2.90881 1.58876 3.34468
H 4.49189 2.84123 1.89725
H 4.15067 2.79272 -0.58647
H 2.24424 1.52790 -1.49608
I 4.05321 -1.87582 -4.97363
C 3.73706 -1.75424 -2.90801
C 4.72725 -2.08102 -1.98195
C 4.44570 -1.93872 -0.63162
C 3.19721 -1.50519 -0.23242
N 2.21928 -1.22239 -1.11372
C 2.50775 -1.33640 -2.42848
H 5.69893 -2.43032 -2.30861
H 5.19574 -2.15806 0.11638
H 2.98410 -1.37678 0.81659
H 1.73650 -1.07619 -3.14178
C 0.46465 4.25836 0.85107
C 0.03341 4.09408 -0.59090
C -0.91271 5.18689 -1.05027
Sb -0.99996 2.10103 -0.93738
C -1.14170 2.00212 -3.14446
C -1.46252 3.30600 -3.85344
C 0.19091 1.41408 -3.60936
C -3.03407 2.09511 -0.03735
C -2.90975 1.35337 1.28628
C -3.60260 3.49257 0.10998
H 1.00128 5.20894 0.92589
H 1.13458 3.47650 1.19859
H -0.39443 4.32133 1.51971
H 0.88766 3.99838 -1.26356
H -1.59656 5.48544 -0.25824
H -1.49117 4.93461 -1.93690
H -0.30730 6.06084 -1.30679
H -1.95884 1.29940 -3.30904
H -0.67857 4.05349 -3.73136
H -2.41727 3.72264 -3.53425
H -1.54947 3.10533 -4.92527
H 0.99329 2.15141 -3.53295
H 0.14388 1.10388 -4.65639
H 0.47609 0.53297 -3.00780
H -3.63290 1.52742 -0.75295
H -2.29775 1.92335 1.98949
H -2.46653 0.36243 1.15808
H -3.89771 1.22634 1.73440
H -3.03031 4.09868 0.81244
H -4.61748 3.40629 0.50797
H -3.67993 4.01747 -0.84168
*
```